Formula: C29H62NO25P
Source: the Open Molecules 2025 dataset
Level of theory: the ωB97M-V functional and the def2-TZVPD basis

Values from the calculation:
Kohn-Sham gap = 0.3175 hartree
2S+1 = 1
Structure (SMILES) = COC(=O)OC.COC(=O)OC.COC(=O)OC.COC(=O)OC.COC(=O)OC.COC(=O)OC.COC(=O)OC.COC(=O)OC.CNCPCCCO
LUMO = 0.014 hartree
DFT total energy = -93043.9156 eV

Bonds (Å) are listed after each position.
CARTESIAN COORDINATES (ANGSTROEM)
1 P 6.09093 -0.90415 2.46449  C43 1.849, C44 1.840, H84 1.412
2 O -3.97958 1.95689 -4.67621  C46 1.432, C53 1.331
3 O 9.06992 -4.67201 -1.41952  C36 1.335, C51 1.429
4 O -7.22680 1.11269 3.17141  C45 1.428, C48 1.336
5 O -2.02774 -6.02531 0.94294  C49 1.437, C52 1.329
6 O -1.91417 -2.09963 0.81620  C37 1.434, C54 1.331
7 O -5.65613 -2.40261 -9.82681  C29 1.333, C30 1.429
8 O -5.85430 1.81642 4.82495  C48 1.204
9 O 7.14136 -5.19772 -0.59576  C36 1.333, C39 1.431
10 O -5.45834 -0.04802 3.60824  C47 1.432, C48 1.331
11 O 2.95318 4.42160 0.05819  C56 1.206
12 O 3.32299 6.20544 -1.27961  C28 1.430, C56 1.330
13 O -3.42816 -7.66721 0.83272  C40 1.428, C52 1.337
14 O -4.90020 -3.64859 -8.23320  C29 1.333, C55 1.430
15 O 7.65436 -3.01068 -0.82309  C36 1.204
16 O 2.00938 0.91618 2.94234  C42 1.433, H109 0.968
17 O -0.37479 -2.33474 2.33272  C34 1.436, C54 1.337
18 O 4.99635 5.35314 -0.21667  C32 1.427, C56 1.334
19 O -2.99430 6.35251 -0.60054  C31 1.334, C41 1.430
20 O -1.80201 -0.58911 2.48434  C54 1.204
21 O -1.33330 5.50686 0.49015  C31 1.335, C33 1.431
22 O -2.20323 2.63052 -3.64638  C35 1.429, C53 1.335
23 O -3.37394 4.56111 0.72687  C31 1.203
24 O -3.51607 -6.28940 2.62350  C52 1.205
25 O -3.22925 0.75587 -2.91401  C53 1.204
26 O -5.89737 -1.69260 -7.69392  C29 1.205
27 N 7.99554 1.02141 3.36738  C44 1.479, C50 1.450, H70 1.008
28 C 1.93251 6.20319 -1.61486  O12 1.430, H63 1.088, H78 1.088, H106 1.086
29 C -5.52169 -2.50112 -8.50400  O7 1.333, O14 1.333, O26 1.205
30 C -6.31146 -1.21024 -10.26477  O7 1.429, H64 1.088, H75 1.088, H95 1.086
31 C -2.64219 5.39137 0.25509  O19 1.334, O21 1.335, O23 1.203
32 C 5.52095 4.37704 0.68276  O18 1.427, H72 1.089, H105 1.089, H116 1.086
33 C -0.80811 4.53225 1.39647  O21 1.431, H67 1.088, H71 1.087, H101 1.089
34 C 0.25309 -1.83311 3.52218  O17 1.436, H94 1.087, H108 1.089, H113 1.087
35 C -1.24002 2.46436 -2.60357  O22 1.429, H77 1.088, H97 1.086, H112 1.089
36 C 7.92864 -4.17711 -0.93594  O3 1.335, O9 1.333, O15 1.204
37 C -3.02506 -1.36541 0.28353  O6 1.434, H81 1.086, H99 1.089, H111 1.087
38 C 4.29713 0.85765 3.72906  C42 1.527, C43 1.523, H58 1.085, H118 1.085
39 C 5.87474 -4.80237 -0.05986  O9 1.431, H66 1.088, H68 1.088, H100 1.086
40 C -4.51380 -8.40530 1.39504  O13 1.428, H79 1.088, H82 1.088, H85 1.086
41 C -4.38053 6.34647 -0.95169  O19 1.430, H83 1.088, H88 1.088, H93 1.086
42 C 3.37547 0.88189 2.51211  O16 1.433, C38 1.527, H104 1.087, H114 1.088
43 C 5.04290 -0.45597 3.92023  P1 1.849, C38 1.523, H73 1.087, H74 1.087
44 C 7.25148 0.49911 2.20117  P1 1.840, N27 1.479, H69 1.087, H87 1.085
45 C -8.06207 2.24051 3.43502  O4 1.428, H60 1.088, H86 1.086, H115 1.088
46 C -5.05210 1.01955 -4.81984  O2 1.432, H90 1.088, H102 1.085, H107 1.088
47 C -4.26084 -0.25619 4.36555  O10 1.432, H80 1.084, H91 1.086, H96 1.089
48 C -6.14737 1.03671 3.95579  O4 1.336, O8 1.204, O10 1.331
49 C -1.50288 -4.87586 1.62735  O5 1.437, H62 1.077, H65 1.089, H89 1.082
50 C 7.71476 2.40643 3.69389  N27 1.450, H61 1.085, H103 1.095, H110 1.083
51 C 10.01401 -3.67922 -1.82520  O3 1.429, H59 1.088, H76 1.086, H92 1.088
52 C -3.03460 -6.62399 1.57091  O5 1.329, O13 1.337, O24 1.205
53 C -3.14720 1.68743 -3.67253  O2 1.331, O22 1.335, O25 1.204
54 C -1.40431 -1.58198 1.93174  O6 1.331, O17 1.337, O20 1.204
55 C -4.68540 -3.88863 -6.83998  O14 1.430, H57 1.086, H98 1.088, H117 1.088
56 C 3.68319 5.24949 -0.42837  O11 1.206, O12 1.330, O18 1.334
57 H -4.17714 -4.84545 -6.76907  C55 1.086
58 H 4.99678 1.68576 3.68880  C38 1.085
59 H 9.60462 -3.06202 -2.62251  C51 1.088
60 H -8.44463 2.20680 4.45338  C45 1.088
61 H 8.46690 2.84541 4.34090  C50 1.085
62 H -2.27127 -4.12919 1.73944  C49 1.077
63 H 1.31974 6.36227 -0.72959  C28 1.088
64 H -5.74706 -0.32925 -9.96554  C30 1.088
65 H -1.10465 -5.15813 2.60114  C49 1.089
66 H 5.30957 -4.22964 -0.79213  C39 1.088
67 H -1.28259 4.61894 2.37184  C33 1.088
68 H 6.00619 -4.21635 0.84783  C39 1.088
69 H 7.98080 0.10912 1.49527  C44 1.087
70 H 7.88068 0.42772 4.17439  N27 1.008
71 H 0.25521 4.73577 1.49287  C33 1.087
72 H 5.07382 4.48331 1.67012  C32 1.089
73 H 5.63680 -0.45692 4.83030  C43 1.087
74 H 4.31886 -1.25686 4.04416  C43 1.087
75 H -7.32302 -1.15911 -9.86696  C30 1.088
76 H 10.88354 -4.21589 -2.19303  C51 1.086
77 H -0.70609 1.52291 -2.71922  C35 1.088
78 H 1.65679 5.26802 -2.09881  C28 1.088
79 H -4.23682 -8.82181 2.36160  C40 1.088
80 H -3.80473 -1.16023 3.97955  C47 1.084
81 H -3.33454 -1.88389 -0.61860  C37 1.086
82 H -5.39490 -7.77509 1.49984  C40 1.088
83 H -5.00047 6.50032 -0.07076  C41 1.088
84 H 6.95103 -1.90746 2.96247  P1 1.412
85 H -4.72730 -9.21315 0.70100  C40 1.086
86 H -8.89041 2.17849 2.73507  C45 1.086
87 H 6.73874 1.31994 1.71101  C44 1.085
88 H -4.64936 5.41171 -1.43943  C41 1.088
89 H -0.70246 -4.48355 1.01475  C49 1.082
90 H -5.67350 1.00780 -3.92652  C46 1.088
91 H -3.57107 0.57206 4.23003  C47 1.086
92 H 10.30311 -3.05561 -0.98141  C51 1.088
93 H -4.52425 7.17028 -1.64442  C41 1.086
94 H 0.64270 -0.83291 3.35253  C34 1.087
95 H -6.35105 -1.26350 -11.34861  C30 1.086
96 H -4.49314 -0.38979 5.42114  C47 1.089
97 H -0.54081 3.29053 -2.69750  C35 1.086
98 H -4.05691 -3.11213 -6.40828  C55 1.088
99 H -3.85128 -1.34775 0.99240  C37 1.089
100 H 5.34149 -5.71941 0.17306  C39 1.086
101 H -0.94400 3.52670 1.00129  C33 1.089
102 H -5.64460 1.35123 -5.66672  C46 1.085
103 H 6.76120 2.52488 4.21916  C50 1.095
104 H 3.57813 1.79432 1.95780  C42 1.087
105 H 5.35091 3.37243 0.29769  C32 1.089
106 H 1.77664 7.02360 -2.30849  C28 1.086
107 H -4.66833 0.02245 -5.02375  C46 1.088
108 H -0.44588 -1.83517 4.35706  C34 1.089
109 H 1.54415 1.49262 2.31876  O16 0.968
110 H 7.67151 3.01110 2.79672  C50 1.083
111 H -2.72763 -0.35168 0.02591  C37 1.087
112 H -1.72012 2.50444 -1.62743  C35 1.089
113 H 1.07731 -2.50464 3.74827  C34 1.087
114 H 3.55297 0.02039 1.87139  C42 1.088
115 H -7.51783 3.16870 3.27154  C45 1.088
116 H 6.59028 4.55524 0.75208  C32 1.086
117 H -5.63328 -3.94124 -6.30819  C55 1.088
118 H 3.67719 1.00680 4.60646  C38 1.085